# 1
Entry from OMol25: a 7-piece molecular cluster, C23H50BCl12O6Si overall at a distorted geometry (wB97M-V/def2-TZVPD).

Output
- Orbital gap: 3.474 eV
- Energy above the lowest of the compared OMol25 structures with the same formula, charge and spin: 34.2 kcal per mole
- Total charge: -1
- HOMO level: -1.80 eV

The geometry in XYZ format:
```
93
Properties=species:S:1:pos:R:3:forces:R:3
C 1.5453 3.9569 0.7989 -0.17 -0.50 -0.71
O 0.9399 2.6527 0.7047 1.00 0.03 1.07
B 0.9604 1.9674 1.9636 -0.39 -1.14 1.09
O 0.7249 2.8052 3.1244 0.06 -0.44 -0.79
C 1.2608 0.4388 2.1995 -0.02 0.91 -2.14
C 2.3756 -0.0159 1.1618 -0.89 -0.38 0.77
C 3.7995 0.0067 1.7694 -0.81 0.12 -0.17
O 4.0149 -1.2568 2.4471 1.63 -0.52 -0.99
Si 5.1989 -2.1696 1.6424 -0.53 -0.28 0.54
C 5.2657 -3.8855 2.5059 -0.07 0.81 -0.70
C 6.9368 -1.4032 1.7023 0.06 -0.11 -0.13
C 4.7956 -2.4981 -0.1925 0.21 -0.42 0.38
C 0.0466 -0.4673 1.8598 1.32 1.10 0.87
O -1.2224 0.1162 2.2615 -0.56 -0.83 -0.11
C -2.1479 -0.9359 2.3079 0.83 0.74 -0.69
O -3.4507 -0.4974 1.8999 0.05 -0.72 0.76
C -4.3025 -1.6341 2.0214 0.26 -0.12 -0.58
C -4.9480 -2.0414 0.6630 -0.36 -0.67 0.63
O -4.2012 -1.6022 -0.4649 -0.09 0.38 0.66
H 1.8668 4.2199 -0.2254 -0.32 0.18 0.34
H 0.8055 4.6580 1.2017 0.50 0.06 -0.11
H 2.4595 3.9377 1.4156 -0.45 0.10 -0.01
H -0.1873 3.0928 3.1379 -0.29 0.33 -0.03
H 2.1478 -1.0838 0.9385 0.44 0.42 -0.12
H 2.2942 0.5205 0.1893 0.44 -0.02 0.26
H 3.8699 0.8068 2.5254 -0.01 -0.28 -0.28
H 4.5879 0.1797 0.9986 -0.32 -0.07 0.24
H 4.4625 -4.4857 2.0443 0.14 0.14 0.56
H 6.2214 -4.3991 2.2948 -0.48 0.30 0.36
H 5.1041 -3.6975 3.5781 0.06 -0.49 -0.28
H 7.6454 -2.1589 1.3127 -0.30 0.26 0.16
H 7.2607 -1.1575 2.7288 -0.16 0.07 -0.42
H 7.0273 -0.5277 1.0358 -0.06 -0.18 0.44
H 5.7499 -2.5396 -0.7523 -0.48 0.28 0.03
H 4.0757 -1.7891 -0.6263 0.36 -0.20 0.01
H 4.3804 -3.5230 -0.2477 -0.04 0.50 -0.06
H 0.1856 -1.4320 2.3983 -0.29 0.13 -0.52
H -0.0056 -0.6107 0.7543 -0.24 -0.42 0.29
H -1.8269 -1.6935 1.5621 -0.20 -0.04 0.48
H -2.1593 -1.3416 3.3395 -0.28 -0.05 -0.29
H -5.0782 -1.4464 2.7793 0.08 0.04 -0.31
H -3.7331 -2.5119 2.3791 -0.09 0.41 -0.08
H -4.9644 -3.1534 0.6369 -0.17 0.42 0.18
H -6.0097 -1.7185 0.6622 0.74 0.10 -0.44
H -4.6633 -1.9760 -1.2089 -0.03 -0.13 -0.55
Cl -7.7727 -1.1873 2.2560 -0.34 0.02 0.30
C -8.8004 -0.0648 1.3299 -0.09 -0.07 0.32
C -10.1508 -0.6614 1.0118 -0.03 0.13 0.07
Cl -10.0320 -2.0051 -0.1523 0.01 -0.04 0.00
H -8.2653 0.2104 0.4348 0.08 -0.17 -0.03
H -8.9260 0.8285 1.9412 -0.05 -0.03 0.00
H -10.7903 0.0936 0.5594 0.06 0.01 -0.03
H -10.6415 -1.0347 1.9084 0.09 -0.07 -0.02
Cl -7.9253 3.8294 -3.4868 -0.04 0.02 -0.01
C -7.1333 3.1298 -2.0528 0.11 -0.04 0.10
C -7.5950 1.7182 -1.7791 0.20 -0.03 0.01
Cl -9.2987 1.6573 -1.2505 -0.14 0.30 -0.39
H -7.3288 3.7842 -1.2059 -0.08 -0.03 -0.04
H -6.0617 3.1326 -2.2480 -0.03 -0.08 -0.02
H -6.9960 1.2857 -0.9766 0.03 0.07 -0.01
H -7.4949 1.0871 -2.6593 -0.09 0.06 0.00
Cl -0.6391 7.4154 -2.9303 0.02 0.03 -0.04
C -1.1525 6.2363 -1.6965 -0.10 -0.17 0.10
C -1.1407 6.8244 -0.3052 -0.07 -0.08 0.04
Cl 0.5113 7.1591 0.2638 -0.02 0.32 -0.06
H -0.4998 5.3678 -1.7659 0.08 0.10 0.03
H -2.1646 5.9269 -1.9558 0.00 0.06 0.03
H -1.5792 6.1151 0.3966 0.05 -0.07 -0.06
H -1.7093 7.7511 -0.2576 0.07 0.01 -0.06
Cl 8.8075 -4.6498 1.9661 0.17 -0.09 -0.01
C 9.7959 -5.0608 3.3876 0.12 0.01 0.04
C 9.6305 -6.5050 3.7988 0.11 0.00 0.03
Cl 8.0057 -6.8359 4.4483 -0.02 -0.01 -0.03
H 9.5243 -4.3827 4.1943 -0.09 -0.05 -0.04
H 10.8347 -4.8724 3.1174 -0.01 -0.07 -0.01
H 10.3426 -6.7469 4.5873 -0.01 0.07 0.01
H 9.8021 -7.1789 2.9619 -0.08 0.06 -0.02
Cl 0.8370 -0.7623 -2.6956 0.10 -0.12 -0.08
C 0.1101 0.7454 -2.0847 -0.08 0.25 0.24
C 0.2073 1.8735 -3.0859 -0.21 -0.08 0.05
Cl 1.8866 2.4235 -3.3277 0.03 0.00 -0.07
H 0.5989 1.0000 -1.1442 0.03 0.01 -0.05
H -0.9374 0.5283 -1.8752 0.01 0.01 -0.04
H -0.3578 2.7328 -2.7253 0.05 -0.04 0.12
H -0.1903 1.5824 -4.0572 0.22 0.11 0.22
Cl -0.8483 0.2772 -5.9482 -0.17 -0.09 -0.26
C -0.0293 -0.5093 -7.3178 0.05 -0.13 -0.10
C 1.4620 -0.2694 -7.2968 0.04 -0.14 0.02
Cl 1.8710 1.4321 -7.6292 -0.01 0.02 0.01
H -0.4801 -0.1440 -8.2386 0.04 0.09 0.06
H -0.2317 -1.5770 -7.2375 0.07 0.02 0.06
H 1.9416 -0.8678 -8.0708 -0.07 0.01 -0.02
H 1.8948 -0.5386 -6.3349 -0.07 0.10 0.02
```
Positions in Å, forces in eV/Å.

# 2
Entry from OMol25: a 3-piece molecular cluster, C23H50BF8O13P3S overall at a distorted geometry (wB97M-V/def2-TZVPD).

Output
- Orbital gap: 6.314 eV
- SMILES string: CB(O)[PH2](CCCS(=O)(=O)O)CCOCC(F)(F)C(F)(F)C(F)(F)C(F)F.CCOP(=O)(OCC)OCC.CCOP(=O)(OCC)OCC
- HOMO level: -8.44 eV

The geometry in XYZ format:
```
99
Properties=species:S:1:pos:R:3:forces:R:3
C 0.4156 0.0555 1.1631 -0.89 -0.84 -0.97
B -1.2010 0.4356 1.3811 2.01 -0.37 4.49
O -1.6423 0.4515 2.8203 2.46 -0.58 -2.60
P -2.4247 0.8656 -0.0273 -1.93 0.27 0.14
C -3.0551 2.4689 0.8538 -1.36 1.65 0.36
C -4.4257 3.0795 0.1152 0.21 0.22 -0.25
C -4.0715 3.8422 -1.3230 -0.03 -1.19 -0.18
S -4.9755 5.5142 -1.4903 -0.33 5.27 4.07
O -6.3113 5.5346 -0.6871 4.59 -0.83 -3.81
O -4.0088 6.6661 -1.0110 -3.20 -4.81 -2.16
O -5.2465 5.8480 -3.1739 1.61 -2.36 1.65
C -1.9963 -0.6816 -1.0614 -0.31 -1.71 -1.99
C -1.5460 -0.3230 -2.6317 -1.00 -2.54 0.57
O -0.1231 0.0254 -2.7557 -1.79 2.44 -0.35
C 0.0848 1.4294 -3.1381 1.22 -0.07 -0.13
C 1.1346 2.0786 -2.0144 -1.05 -1.61 -0.94
F 2.0975 0.9724 -1.7001 -2.61 3.83 -0.15
F 0.2946 2.4896 -0.8657 2.95 -1.05 -2.46
C 1.9510 3.3890 -2.5662 0.45 0.87 -1.94
F 1.1084 4.1648 -3.5515 2.38 -2.67 3.04
F 3.1421 2.9255 -3.3157 -3.71 1.45 2.47
C 2.3978 4.4668 -1.4138 1.40 3.48 -0.41
F 1.3099 5.4188 -1.0336 3.32 -3.50 -1.50
F 3.4695 5.3239 -2.0418 -3.34 -2.57 1.73
C 3.0682 3.8095 -0.0696 0.29 0.59 2.88
F 2.3327 4.4193 1.1007 2.29 -1.71 -3.36
F 4.5086 4.1013 0.1215 -4.59 -0.53 -0.94
H 0.5905 -0.9998 1.6868 -0.11 2.32 -0.89
H 0.5319 -0.1496 0.0057 0.35 0.60 2.37
H 1.1319 0.8923 1.5642 -1.30 -1.75 -0.79
H -0.8382 0.1957 3.3960 -1.89 0.60 -1.43
H -2.1110 1.6713 -1.1795 0.06 -0.02 0.23
H -3.7925 0.3564 0.1171 0.82 0.20 0.05
H -2.1956 3.2600 0.7785 -1.60 -1.13 0.44
H -3.3828 2.2751 1.9787 0.95 0.39 -2.28
H -5.1729 2.2121 -0.1709 1.46 1.70 0.78
H -4.9696 3.8299 0.8322 1.04 -1.47 -1.50
H -4.4652 3.1881 -2.2155 0.86 1.30 1.63
H -2.9204 4.0362 -1.4088 -2.32 0.01 0.01
H -4.5181 5.3313 -3.6681 -1.45 1.19 0.99
H -3.0100 -1.3005 -1.1811 2.09 1.16 0.21
H -1.2420 -1.4136 -0.5363 -1.21 1.33 -1.25
H -2.2915 0.4353 -3.1196 1.58 -1.06 1.00
H -1.6987 -1.3506 -3.2198 0.48 2.32 1.08
H -0.8781 2.0934 -3.1506 1.82 -1.35 0.11
H 0.6023 1.4268 -4.2101 -0.97 0.27 2.39
H 2.9318 2.6525 0.0420 0.34 2.32 -0.40
C 8.0838 -1.8049 4.3264 0.12 -0.23 0.11
C 7.0432 -0.9573 3.6222 -0.12 -0.14 0.48
O 7.6543 0.1123 2.9274 0.36 -0.88 -0.16
P 8.3887 -0.2158 1.4800 -3.30 8.32 3.56
O 7.0668 -0.2686 0.6754 2.73 -3.74 -0.66
O 8.7092 1.3680 1.0733 1.13 -1.11 -0.64
C 8.3597 1.8540 -0.2158 -0.41 0.40 -0.31
C 7.0833 2.6729 -0.1324 -0.15 -0.06 0.01
O 9.8656 -0.1569 2.3790 -1.34 -2.65 -2.06
C 11.0716 -0.0387 1.6415 0.99 0.12 -0.04
C 11.6181 1.3765 1.7507 -0.15 0.40 -0.35
H 8.7106 -2.3315 3.6000 -0.04 -0.04 0.09
H 7.6064 -2.5484 4.9721 0.05 0.05 -0.08
H 8.7482 -1.1818 4.9327 -0.16 -0.05 -0.07
H 6.4393 -1.5617 2.9395 -0.08 0.01 -0.01
H 6.3696 -0.5178 4.3650 0.06 0.08 -0.19
H 8.2716 1.0370 -0.9388 -0.14 0.11 0.15
H 9.1764 2.4959 -0.5620 0.07 -0.06 0.15
H 6.2626 2.1004 0.3123 0.22 -0.07 -0.17
H 6.7715 3.0094 -1.1265 0.06 0.00 0.12
H 7.2336 3.5475 0.5044 0.06 -0.01 -0.10
H 10.9233 -0.3286 0.5970 0.13 0.07 0.02
H 11.7892 -0.7354 2.0852 -0.11 -0.06 -0.11
H 11.0927 2.0556 1.0725 0.03 -0.15 0.18
H 12.6771 1.4080 1.4825 -0.03 -0.13 0.12
H 11.4893 1.7753 2.7612 0.08 -0.21 -0.06
C -7.1200 -7.4080 -2.2034 0.02 -0.27 0.03
C -6.7801 -6.0199 -2.7083 -0.23 -0.34 -0.37
O -7.0913 -5.0421 -1.7350 0.56 -0.71 0.35
P -6.0509 -4.8503 -0.4612 -6.61 5.93 -3.70
O -5.0133 -4.0304 -1.2666 1.89 -3.57 2.32
O -6.7918 -3.5024 0.1799 0.81 -0.87 1.18
C -6.0173 -2.3581 0.5130 0.08 0.56 -0.15
C -6.1710 -1.2972 -0.5630 -0.01 0.03 -0.24
O -7.2102 -5.7663 0.4386 3.55 -0.59 -0.54
C -7.1078 -5.7347 1.8532 -0.35 -0.25 0.93
C -8.2008 -4.8545 2.4397 0.07 0.54 0.06
H -6.4624 -7.6908 -1.3755 -0.03 -0.06 -0.08
H -7.0079 -8.1491 -3.0007 0.02 0.07 0.09
H -8.1463 -7.4445 -1.8258 0.13 0.05 -0.12
H -5.7270 -5.9523 -2.9955 0.02 0.04 -0.06
H -7.3835 -5.7980 -3.5945 0.08 0.13 0.16
H -4.9677 -2.6218 0.6765 -0.11 0.07 -0.17
H -6.3961 -1.9648 1.4620 -0.09 -0.14 -0.02
H -5.9053 -1.6823 -1.5530 0.11 -0.06 0.22
H -5.5379 -0.4304 -0.3476 -0.17 -0.10 0.01
H -7.2103 -0.9673 -0.6260 0.05 0.02 0.11
H -6.1151 -5.3992 2.1677 -0.09 0.00 0.12
H -7.2444 -6.7605 2.2083 0.15 0.05 -0.05
H -7.9396 -3.7950 2.3595 -0.06 -0.21 -0.07
H -8.3491 -5.0710 3.5007 0.00 -0.15 -0.10
H -9.1473 -4.9888 1.9079 0.15 -0.17 0.08
```
Positions in Å, forces in eV/Å.

# 3
Entry from OMol25: a 4-piece molecular cluster, C23H50BrNO6 overall at a distorted geometry (wB97M-V/def2-TZVPD).

Output
- Orbital gap: 9.853 eV
- SMILES string: CC[C@@H](Br)[C@]1(CN)OC(=O)O[C@@H]1CC(C)C.CCOCC.CCOCC.CCOCC
- HOMO level: -9.41 eV

The geometry in XYZ format:
```
81
Properties=species:S:1:pos:R:3:forces:R:3
C 4.0567 0.2299 1.0440 -0.17 0.42 0.79
C 2.4069 0.2398 0.7713 1.14 -0.23 1.32
C 1.9437 -1.3326 0.7783 0.54 0.46 -1.78
Br 1.8251 -1.9827 2.6890 -0.11 0.41 -1.29
C 0.6274 -1.6798 -0.1308 -0.55 -0.84 0.03
C 0.0593 -3.2217 0.0164 0.23 0.37 0.38
N 1.1264 -4.2515 -0.2904 -0.59 1.04 0.22
O 1.1745 -1.6565 -1.5185 -2.50 2.78 -1.86
C 0.4365 -0.6438 -2.2920 -1.42 1.44 -3.26
O 0.2503 -0.4671 -3.6024 1.96 -1.66 8.84
O -0.1958 0.2501 -1.3096 1.00 -2.95 -2.14
C -0.6315 -0.6389 -0.2210 0.84 0.25 0.27
C -0.9770 0.3734 1.0190 -0.76 0.32 0.49
C -2.4442 0.1257 1.7270 0.15 0.00 -0.07
C -2.7720 1.3990 2.7561 0.15 -0.08 -0.31
C -2.5458 -1.2941 2.5474 -1.01 -0.41 -0.27
H 4.4301 -0.8474 1.3845 -0.78 2.32 -0.96
H 4.2764 0.9393 1.9727 -0.35 -1.44 -2.10
H 4.6504 0.6334 0.1175 -1.12 -0.98 1.82
H 2.1683 0.8132 -0.2251 0.24 -1.35 2.02
H 1.9565 0.7908 1.7306 0.66 -1.16 -2.47
H 2.8491 -1.9456 0.3001 -2.20 1.22 1.08
H -0.8509 -3.3889 -0.7225 1.97 0.52 1.48
H -0.3411 -3.3342 1.1232 0.89 0.03 -2.29
H 1.3668 -4.2667 -1.3102 -0.16 0.33 1.56
H 1.9666 -4.1015 0.3140 -1.04 -0.19 -0.99
H -1.5067 -1.2691 -0.6756 1.18 1.27 1.33
H -0.1752 0.3614 1.8880 -1.48 -0.07 -2.03
H -1.0297 1.4686 0.5456 0.33 -2.47 1.00
H -3.2305 0.0877 0.8294 1.60 0.23 2.08
H -2.7221 1.0741 3.8993 -0.24 0.57 -2.57
H -3.8513 1.8373 2.5013 2.50 -0.83 0.72
H -1.9299 2.2172 2.6229 -1.91 -1.48 0.18
H -3.5222 -1.8447 2.1408 2.14 0.98 1.01
H -1.6372 -2.0218 2.3751 -1.69 1.58 0.36
H -2.7163 -1.1338 3.7123 0.56 -0.30 -2.56
C 1.2028 1.2922 -6.2905 -0.02 -0.10 -0.12
C 1.9579 2.1594 -5.2964 -0.01 -0.13 -0.10
O 3.2706 2.5077 -5.7293 0.17 0.06 -0.01
C 3.3627 3.2465 -6.9451 -0.03 -0.03 0.15
C 2.6377 4.5808 -6.8978 -0.10 0.10 0.10
H 1.7614 0.3708 -6.4969 -0.13 0.15 0.11
H 0.2174 1.0257 -5.8938 0.22 0.01 0.00
H 1.0517 1.8019 -7.2440 -0.06 0.05 0.03
H 2.0733 1.6017 -4.3615 0.19 0.11 -0.16
H 1.3899 3.0610 -5.0485 -0.07 0.04 -0.07
H 3.0135 2.6362 -7.7845 -0.09 0.04 -0.01
H 4.4287 3.4306 -7.1214 -0.13 -0.17 0.22
H 1.5648 4.4582 -6.7312 0.05 0.00 -0.10
H 2.7716 5.1204 -7.8401 0.01 -0.06 0.09
H 3.0267 5.1989 -6.0815 -0.01 -0.08 -0.13
C -5.4316 -5.7380 -1.0067 -0.02 -0.17 -0.03
C -5.4177 -4.7413 0.1409 -0.02 -0.18 0.05
O -5.1896 -5.3432 1.4129 -0.07 0.04 0.06
C -3.9581 -6.0436 1.5717 -0.03 0.10 -0.01
C -2.7338 -5.1673 1.3680 0.04 0.12 -0.01
H -6.1972 -6.5055 -0.8382 0.11 0.18 -0.04
H -5.6452 -5.2286 -1.9524 0.00 -0.06 0.14
H -4.4739 -6.2510 -1.1130 0.00 0.08 -0.06
H -6.3969 -4.2549 0.1949 0.13 -0.11 0.24
H -4.6884 -3.9454 -0.0368 0.09 0.00 -0.07
H -3.9334 -6.9172 0.9120 0.06 0.04 -0.06
H -3.9470 -6.4320 2.5967 -0.24 0.15 -0.16
H -2.6880 -4.7565 0.3565 0.05 -0.11 0.02
H -1.8200 -5.7444 1.5377 -0.08 0.06 -0.03
H -2.7486 -4.3215 2.0638 -0.01 -0.13 -0.04
C 0.9457 4.8262 5.6247 -0.14 0.11 -0.03
C 1.5183 3.6038 4.9258 -0.09 0.08 -0.02
O 1.1561 3.5148 3.5499 -0.07 -0.14 -0.08
C 1.5686 4.5937 2.7142 0.06 -0.05 0.03
C 3.0753 4.7852 2.6740 0.13 -0.06 0.07
H -0.1486 4.8341 5.5476 0.20 -0.04 0.05
H 1.2245 4.8263 6.6837 -0.05 -0.03 -0.15
H 1.3100 5.7561 5.1838 0.06 -0.02 0.08
H 1.1254 2.7054 5.4125 -0.01 0.03 -0.29
H 2.6062 3.5612 5.0338 0.04 0.08 0.01
H 1.0604 5.5168 3.0119 0.07 0.03 0.04
H 1.2157 4.3609 1.7029 -0.06 -0.16 0.26
H 3.4835 5.0280 3.6580 -0.03 0.08 -0.08
H 3.3374 5.5990 1.9915 -0.04 -0.10 0.06
H 3.5684 3.8687 2.3326 -0.08 0.12 -0.01
```
Positions in Å, forces in eV/Å.

Question: Which of these has the highest HOMO level?
Answer: C23H50BCl12O6Si

Question: Which value of HOMO level does entry 2 give?
Answer: -8.44 eV